{"formula": "C14H15N5O4S", "method": "ωB97M-V/def2-TZVPD", "species": ["C", "C", "C", "C", "C", "C", "C", "H", "H", "H", "H", "S", "O", "O", "N", "N", "C", "O", "C", "O", "N", "N", "C", "N", "C", "C", "C", "C", "H", "H", "H", "H", "H", "H", "H", "H", "H", "H", "H"], "coordinates": [[-4.88, 0.61, 1.98], [-4.78, 0.06, 0.59], [-3.66, -0.67, 0.19], [-3.53, -1.16, -1.09], [-4.54, -0.94, -2.02], [-5.66, -0.22, -1.64], [-5.77, 0.27, -0.35], [-6.65, 0.83, -0.07], [-6.45, -0.04, -2.35], [-4.44, -1.32, -3.02], [-2.64, -1.72, -1.34], [-2.32, -0.99, 1.33], [-1.29, -1.69, 0.63], [-2.79, -1.50, 2.58], [-1.78, 0.64, 1.61], [-0.82, 0.99, 0.66], [0.47, 0.58, 0.78], [0.98, 0.21, 1.82], [1.22, 0.74, -0.52], [0.69, 1.15, -1.55], [2.50, 0.37, -0.42], [3.36, 0.38, -1.50], [4.71, 0.45, -1.27], [5.10, 0.22, -0.02], [6.40, 0.20, 0.24], [7.37, 0.40, -0.72], [6.96, 0.64, -2.03], [5.61, 0.66, -2.32], [5.25, 0.84, -3.32], [7.69, 0.81, -2.81], [8.42, 0.38, -0.46], [6.66, 0.02, 1.28], [2.95, 0.80, -2.33], [2.92, 0.07, 0.46], [-1.16, 1.16, -0.28], [-1.34, 0.67, 2.53], [-4.18, 1.43, 2.10], [-5.89, 0.97, 2.18], [-4.61, -0.16, 2.70]], "spin_multiplicity": 1, "charge": 0, "smiles": "Cc1ccccc1S(=O)(=O)NNC(=O)C(=O)NNc1ccccn1", "gap_ev": 8.85, "e_tot_ev": -41236.134}

{"formula": "C14H15N5O4S", "method": "ωB97M-V/def2-TZVPD", "species": ["C", "C", "O", "C", "C", "C", "C", "C", "C", "C", "N", "N", "C", "O", "C", "H", "H", "S", "C", "N", "N", "C", "O", "N", "C", "O", "H", "H", "H", "H", "H", "H", "H", "H", "H", "H", "H", "H", "H"], "coordinates": [[-1.56, -1.30, 5.32], [-2.49, -1.85, 4.25], [-2.12, -1.46, 2.95], [-2.35, -0.19, 2.51], [-3.08, 0.76, 3.21], [-3.29, 2.02, 2.66], [-2.78, 2.35, 1.42], [-2.05, 1.41, 0.72], [-1.83, 0.13, 1.24], [-1.08, -0.85, 0.50], [-0.69, -0.63, -0.69], [0.01, -1.57, -1.35], [0.47, -1.39, -2.61], [1.09, -2.25, -3.19], [0.16, -0.03, -3.20], [0.36, -0.02, -4.26], [-0.87, 0.26, -2.96], [1.21, 1.24, -2.40], [2.72, 0.90, -3.19], [2.77, 0.06, -4.17], [3.95, -0.19, -4.75], [5.15, 0.36, -4.40], [6.19, 0.10, -4.94], [5.05, 1.28, -3.36], [3.90, 1.62, -2.68], [3.89, 2.41, -1.77], [5.91, 1.72, -3.07], [3.93, -0.90, -5.48], [0.21, -2.46, -0.89], [-0.87, -1.80, 1.00], [-1.63, 1.63, -0.25], [-2.94, 3.33, 1.00], [-3.86, 2.75, 3.22], [-3.50, 0.55, 4.18], [-2.43, -2.94, 4.23], [-3.53, -1.57, 4.46], [-1.86, -1.67, 6.30], [-0.54, -1.62, 5.13], [-1.58, -0.21, 5.34]], "spin_multiplicity": 1, "charge": 0, "smiles": "CCOc1ccccc1/C=N/NC(=O)CSc1n[nH]c(=O)[nH]c1=O", "gap_ev": 8.51, "e_tot_ev": -41236.807}

{"formula": "C14H15NO5", "method": "ωB97M-V/def2-TZVPD", "species": ["O", "C", "C", "C", "C", "C", "C", "C", "C", "C", "O", "O", "H", "O", "H", "H", "H", "C", "N", "C", "C", "O", "C", "C", "H", "H", "H", "H", "H", "H", "H", "H", "H", "H", "H"], "coordinates": [[-0.88, -3.73, 0.02], [-1.06, -2.55, 0.12], [-0.07, -1.57, 0.52], [-0.31, -0.24, 0.61], [-1.66, 0.22, 0.35], [-2.10, 1.55, 0.47], [-3.41, 1.89, 0.21], [-4.34, 0.93, -0.18], [-3.93, -0.40, -0.30], [-2.60, -0.74, -0.03], [-2.31, -2.07, -0.16], [-4.85, -1.34, -0.68], [-4.41, -2.20, -0.70], [-5.61, 1.28, -0.44], [-6.10, 0.48, -0.69], [-3.74, 2.91, 0.31], [-1.42, 2.32, 0.78], [0.79, 0.74, 0.96], [2.08, 0.54, 0.34], [3.04, -0.32, 1.00], [4.42, 0.00, 0.42], [4.45, -0.21, -0.98], [3.48, 0.59, -1.62], [2.07, 0.31, -1.09], [1.36, 0.99, -1.56], [1.79, -0.73, -1.34], [3.55, 0.35, -2.68], [3.72, 1.65, -1.47], [5.19, -0.65, 0.84], [4.67, 1.05, 0.64], [3.04, -0.12, 2.07], [2.85, -1.40, 0.83], [0.47, 1.74, 0.66], [0.93, 0.75, 2.04], [0.90, -1.99, 0.74]], "spin_multiplicity": 1, "charge": 0, "smiles": "O=c1cc(CN2CCOCC2)c2ccc(O)c(O)c2o1", "gap_ev": 8.50, "e_tot_ev": -26488.545}

{"formula": "C14H16", "method": "ωB97M-V/def2-TZVPD", "species": ["C", "C", "C", "C", "C", "C", "C", "H", "H", "H", "H", "H", "H", "H", "H", "C", "C", "C", "C", "C", "C", "C", "H", "H", "H", "H", "H", "H", "H", "H"], "coordinates": [[1.32, -1.82, -0.08], [-2.15, -2.15, 1.28], [-2.98, -2.24, 0.18], [-0.78, -2.04, 1.09], [-0.19, -2.01, -0.17], [-2.46, -2.24, -1.08], [-1.07, -2.01, -1.30], [-2.55, -2.17, 2.24], [-4.02, -2.24, 0.30], [-0.18, -1.67, 1.87], [-3.04, -2.51, -2.08], [1.79, -1.38, -0.96], [1.96, -2.67, 0.03], [-0.72, -1.82, -2.26], [1.57, -1.03, 0.70], [-1.01, 1.04, 0.74], [1.45, 2.99, -1.34], [2.65, 2.86, -0.61], [0.29, 2.40, -0.84], [0.41, 1.72, 0.41], [2.79, 2.11, 0.54], [1.64, 1.52, 1.10], [1.52, 3.44, -2.26], [3.40, 3.52, -0.83], [-0.64, 2.67, -1.36], [3.71, 1.76, 0.87], [-1.07, 0.43, 1.71], [-1.27, 0.41, 0.03], [1.86, 0.85, 1.88], [-1.87, 1.66, 0.65]], "spin_multiplicity": 1, "charge": 0, "smiles": "Cc1ccccc1.Cc1ccccc1", "gap_ev": 9.75, "e_tot_ev": -14775.046}

{"formula": "C14H16", "method": "ωB97M-V/def2-TZVPD", "species": ["C", "C", "C", "C", "C", "C", "C", "H", "H", "H", "H", "H", "H", "H", "H", "C", "C", "C", "C", "C", "C", "C", "H", "H", "H", "H", "H", "H", "H", "H"], "coordinates": [[2.99, -2.57, -3.96], [1.46, -0.55, -0.47], [1.29, 0.00, -1.74], [2.08, -1.77, -0.35], [1.75, -0.65, -2.87], [2.56, -2.43, -1.48], [2.41, -1.88, -2.74], [1.11, 0.01, 0.38], [0.74, 0.93, -1.82], [2.14, -2.24, 0.62], [1.60, -0.16, -3.82], [3.03, -3.39, -1.35], [3.09, -3.65, -3.82], [3.96, -2.14, -4.19], [2.36, -2.41, -4.83], [-2.64, 3.36, 3.28], [-1.74, -0.23, 1.10], [-1.15, 0.01, 2.33], [-2.59, 0.74, 0.56], [-1.47, 1.16, 3.06], [-2.90, 1.88, 1.28], [-2.34, 2.10, 2.54], [-1.45, -1.12, 0.56], [-0.45, -0.71, 2.72], [-3.00, 0.57, -0.42], [-1.00, 1.33, 4.01], [-3.61, 2.59, 0.89], [-2.46, 3.29, 4.35], [-3.68, 3.68, 3.23], [-2.08, 4.24, 2.96]], "spin_multiplicity": 1, "charge": 0, "smiles": "Cc1ccccc1.Cc1ccccc1", "gap_ev": 9.88, "e_tot_ev": -14777.622}

{"formula": "C14H16", "method": "ωB97M-V/def2-TZVPD", "species": ["C", "C", "C", "C", "C", "C", "C", "H", "H", "H", "H", "H", "H", "H", "H", "C", "C", "C", "C", "C", "C", "C", "H", "H", "H", "H", "H", "H", "H", "H"], "coordinates": [[0.28, -1.33, 2.60], [2.56, -0.27, -0.20], [1.80, -0.22, 0.95], [2.35, -1.31, -1.11], [0.85, -1.22, 1.23], [1.39, -2.28, -0.87], [0.60, -2.21, 0.27], [3.34, 0.45, -0.38], [1.99, 0.48, 1.75], [3.00, -1.37, -1.97], [1.32, -3.06, -1.62], [0.36, -0.35, 3.10], [0.82, -1.98, 3.30], [-0.24, -2.87, 0.44], [-0.78, -1.53, 2.64], [-2.34, 0.41, 1.05], [-0.82, 2.93, -1.27], [-0.11, 2.06, -2.13], [-1.67, 2.40, -0.34], [-1.76, 0.99, -0.18], [-0.41, 0.68, -2.15], [-1.24, 0.15, -1.21], [-0.78, 4.00, -1.32], [0.57, 2.45, -2.88], [-1.97, 3.04, 0.46], [-0.05, 0.07, -2.95], [-3.35, 0.77, 1.26], [-1.72, 0.65, 1.91], [-1.61, -0.86, -1.35], [-2.37, -0.66, 0.97]], "spin_multiplicity": 2, "s_squared": 0.766, "charge": 1, "gap_ev": [8.45, 4.30], "e_tot_ev": -14768.951}